Entry 1:
Density functional theory data (the ωB97M-V functional and the def2-TZVPD basis) for 2 unconnected molecules or ions with the total composition C6H11N at a distorted geometry.

```
18
Properties=species:S:1:pos:R:3:forces:R:3
C -1.1966 -0.9450 -1.8719 1.9 0.5 -1.7
C 2.4294 -0.8697 0.1439 1.7 1.5 2.4
C -1.8656 -0.9036 -0.7860 -1.5 0.4 0.9
C -2.7744 -0.7047 0.1338 0.9 -0.2 0.7
C 0.0701 1.9571 0.7665 -0.7 -0.1 -2.6
C 0.9598 0.7668 0.7538 -0.3 -1.3 0.2
N 1.7233 0.3405 -0.1648 -1.6 0.8 0.6
H -0.6504 -1.7884 -2.2631 -0.3 -0.5 0.1
H -0.9521 -0.0392 -2.4439 -0.2 -0.1 0.5
H 3.3243 -0.4735 0.7467 -1.0 -1.1 -0.4
H 1.9103 -1.6853 0.6626 -0.1 0.4 0.0
H 2.8739 -1.2053 -0.7171 0.8 -1.2 -2.2
H -2.4396 -0.5663 1.2058 -0.9 0.0 -1.4
H -3.8022 -0.7438 -0.2451 0.2 0.0 0.8
H 0.2434 2.6420 -0.1437 -0.2 -0.9 1.6
H -1.0258 1.6438 0.7930 1.4 0.3 -0.1
H 0.3206 2.3704 1.7008 -0.1 1.4 1.1
H 0.8516 0.2040 1.7287 0.3 0.1 -0.7
```
Positions in Å, forces in eV/Å.

Values from the calculation:
- calculated total energy (hartree) = -289.845179
- charge = 0
- energy above the lowest of the compared OMol25 structures with the same formula, charge and spin (eV) = 3.442
- HOMO level (eV) = -9.475
- multiplicity = 1


Entry 2:
Density functional theory data (the ωB97M-V functional and the def2-TZVPD basis) for a molecular structure, C6H11N at a distorted geometry.

```
18
Properties=species:S:1:pos:R:3:forces:R:3
C -0.2938 1.6050 -1.3721 -0.2 0.0 0.0
C 0.6755 0.4908 -1.0116 -0.3 -0.2 0.0
C 0.2742 -0.3213 0.2632 -0.8 -0.3 0.1
C 1.4047 -1.3388 0.5590 -0.4 -0.2 0.0
C -1.6198 -0.8772 0.6365 1.0 0.1 -0.4
C 0.0260 0.5496 1.4002 -0.4 0.5 0.9
N -0.5188 1.0606 2.2859 1.1 0.2 -0.4
H -1.2956 1.1836 -1.4812 0.0 0.2 -0.1
H -0.0192 2.0974 -2.3113 0.0 -0.1 0.2
H -0.3198 2.3695 -0.5873 -0.1 -0.1 -0.1
H 1.6837 0.9321 -0.8738 -0.4 -0.3 0.3
H 0.8011 -0.2042 -1.8504 -0.2 0.0 0.2
H 2.4032 -0.8624 0.5629 -0.6 0.1 0.0
H 1.2881 -1.8196 1.5323 -0.1 0.0 -0.1
H 1.4460 -2.1054 -0.2193 -0.2 0.0 0.1
H -1.4107 -1.2110 1.6501 -0.1 0.4 0.0
H -2.0530 0.1184 0.5708 0.1 -0.1 0.3
H -2.4155 -1.5663 0.2632 1.5 -0.1 -1.0
```
Positions in Å, forces in eV/Å.

Values from the calculation:
- calculated total energy (hartree) = -289.875502
- charge = 0
- energy above the lowest of the compared OMol25 structures with the same formula, charge and spin (eV) = 2.617
- HOMO level (eV) = -10.428
- multiplicity = 1


Entry 3:
Density functional theory data (the ωB97M-V functional and the def2-TZVPD basis) for a single C6H11N molecule at a distorted geometry.

```
18
Properties=species:S:1:pos:R:3:forces:R:3
C 0.6113 2.0249 -0.7523 -0.2 0.1 -0.1
C 0.5212 0.7334 -1.5461 -1.3 -0.6 0.8
C -0.8725 0.0530 -1.4036 -1.4 -0.7 -1.1
C -1.1762 -0.4277 -0.0062 0.8 0.9 0.2
C -0.2332 -1.2976 0.5821 -0.6 1.5 1.1
N 1.0124 -1.2045 1.3502 0.0 -0.7 0.5
C 0.2026 -0.5524 2.1636 0.5 -0.9 0.4
H 1.6252 2.4230 -0.7406 0.0 0.0 0.2
H -0.0408 2.7968 -1.1702 0.0 0.0 -0.1
H 0.2497 1.8562 0.2631 0.3 0.1 0.1
H 0.5876 0.9095 -2.6134 0.7 -0.1 -0.2
H 1.1931 -0.0259 -1.1451 0.6 0.3 -0.5
H -1.6413 0.7563 -1.7400 -0.1 0.1 0.3
H -0.9464 -0.7333 -2.1633 0.3 -0.2 0.1
H -1.7942 0.2336 0.5887 0.6 0.5 0.2
H -0.4160 -2.3730 0.5427 0.7 -0.1 -1.3
H 0.0992 0.5406 2.0771 -1.0 -0.1 -0.6
H -0.0590 -0.9981 3.1262 0.0 0.2 0.1
```
Positions in Å, forces in eV/Å.

Values from the calculation:
- calculated total energy (hartree) = -289.720592
- charge = 0
- energy above the lowest of the compared OMol25 structures with the same formula, charge and spin (eV) = 6.833
- HOMO level (eV) = -7.199
- multiplicity = 1


Entry 4:
Density functional theory data (the ωB97M-V functional and the def2-TZVPD basis) for a single C6H11N molecule at a distorted geometry.

```
18
Properties=species:S:1:pos:R:3:forces:R:3
C -1.4909 -0.4370 0.9861 -0.3 -0.5 1.5
C -0.1708 0.3054 1.1569 -0.7 -0.1 -1.4
C 0.7877 0.1512 -0.0216 1.4 0.6 0.9
C 1.7057 -0.8352 -0.0983 -1.0 -0.1 -0.9
C 0.0637 1.7191 -1.7946 0.4 1.5 0.0
C 0.9884 1.2998 -0.9385 -0.1 -0.8 0.0
N -1.3675 -1.8562 0.5814 -0.3 0.9 -0.5
H -1.9545 -0.4989 1.9778 0.0 0.2 0.0
H -2.1961 0.1499 0.3936 0.1 0.0 -0.4
H 0.3698 0.0770 2.0707 -0.2 -0.4 0.0
H -0.4184 1.3679 1.2039 0.0 0.0 0.1
H 1.3773 -1.8639 0.0225 0.5 0.0 1.3
H 2.6530 -0.6696 -0.5995 -0.2 -0.1 -0.6
H 0.3597 2.5252 -2.4609 -0.1 -0.2 -0.2
H -0.9950 1.5074 -1.8190 0.0 -0.5 0.3
H 2.0224 1.6159 -1.0544 -0.1 0.2 -0.1
H -1.2074 -1.8506 -0.4245 0.2 -0.3 0.1
H -2.3150 -2.2092 0.6836 0.2 -0.4 0.0
```
Positions in Å, forces in eV/Å.

Values from the calculation:
- calculated total energy (hartree) = -289.883209
- charge = 0
- energy above the lowest of the compared OMol25 structures with the same formula, charge and spin (eV) = 2.407
- HOMO level (eV) = -8.503
- multiplicity = 1


Entry 5:
Density functional theory data (the ωB97M-V functional and the def2-TZVPD basis) for a single C6H11N molecule at a distorted geometry.

```
18
Properties=species:S:1:pos:R:3:forces:R:3
C 1.2462 -0.1329 2.2357 0.0 0.0 0.0
C 0.2776 0.6212 1.3212 0.0 0.1 0.0
C -0.0507 -0.1401 0.0344 -0.1 -0.2 0.1
C -0.9772 0.5802 -0.9481 0.0 0.1 0.0
C -1.2066 -0.2040 -2.2424 0.0 0.0 -0.1
C 1.1521 -0.6602 -0.6181 0.5 -1.2 -0.2
N 1.9445 -1.3901 -1.0347 -0.1 0.9 0.0
H 1.3885 0.4117 3.1735 0.0 -0.1 -0.1
H 2.2296 -0.2574 1.7687 -0.2 0.0 0.0
H 0.8756 -1.1360 2.4826 0.0 0.2 -0.1
H -0.6754 0.7826 1.8396 0.2 0.1 -0.1
H 0.6920 1.6039 1.0617 -0.1 -0.1 0.1
H -0.5360 -1.0824 0.3197 -0.2 0.1 0.1
H -1.9308 0.7269 -0.4264 0.1 0.1 -0.1
H -0.5608 1.5697 -1.1763 -0.1 -0.1 0.0
H -1.5803 -1.2168 -2.0443 0.0 0.2 0.0
H -1.9393 0.3058 -2.8745 0.1 -0.1 0.1
H -0.2816 -0.3086 -2.8203 -0.1 0.0 0.1
```
Positions in Å, forces in eV/Å.

Values from the calculation:
- calculated total energy (hartree) = -289.964581
- charge = 0
- energy above the lowest of the compared OMol25 structures with the same formula, charge and spin (eV) = 0.193
- HOMO level (eV) = -11.264
- multiplicity = 1


Entry 6:
Density functional theory data (the ωB97M-V functional and the def2-TZVPD basis) for a single C6H11N molecule at a distorted geometry.

```
18
Properties=species:S:1:pos:R:3:forces:R:3
C -1.4635 1.1537 0.0133 -4.5 2.4 0.4
N -1.3774 -1.7897 0.0128 0.9 1.8 -0.1
C -0.2851 -0.9103 -0.0924 -1.6 0.7 -0.3
C -0.3152 0.4077 0.3888 3.1 -4.1 -1.6
C 0.9763 1.1050 0.4933 0.7 2.2 0.6
C 2.1697 1.0320 1.1593 -1.2 0.3 1.0
C 0.7621 -1.2287 -1.1284 -0.2 -3.1 1.7
H -2.4555 0.8731 0.4637 0.9 0.0 0.6
H -1.3464 2.2125 0.3356 -0.2 -0.5 -0.6
H -1.8843 1.0897 -1.0376 1.4 0.2 0.3
H -2.2405 -1.4117 0.3473 -0.2 0.0 0.4
H -1.4530 -2.6867 -0.4166 0.4 -0.1 -0.5
H 0.9099 2.1279 0.1019 -0.6 0.1 0.4
H 2.5236 1.9571 1.7064 0.1 -0.8 -1.8
H 2.5898 0.1529 1.6177 -0.3 -0.6 0.1
H 0.6278 -2.3807 -1.2410 1.2 1.7 -0.2
H 0.5692 -0.7781 -2.1250 0.1 0.1 0.9
H 1.6927 -0.9257 -0.5991 -0.2 -0.5 -1.3
```
Positions in Å, forces in eV/Å.

Values from the calculation:
- calculated total energy (hartree) = -289.837125
- charge = 0
- energy above the lowest of the compared OMol25 structures with the same formula, charge and spin (eV) = 3.661
- HOMO level (eV) = -6.926
- multiplicity = 1


Entry 7:
Density functional theory data (the ωB97M-V functional and the def2-TZVPD basis) for a single C6H11N molecule at a distorted geometry.

```
18
Properties=species:S:1:pos:R:3:forces:R:3
C 3.4647 -0.0949 0.5408 0.8 -0.5 -0.3
N 2.4424 -0.3431 -0.4638 -0.1 0.7 0.2
C 1.1403 -0.0683 -0.0883 -1.1 -1.2 0.3
C 0.0811 0.2888 -0.8398 1.1 2.0 0.2
C -1.2576 0.5104 -0.2062 0.2 -1.7 -0.3
C -2.2327 -0.4032 -0.3712 -1.3 2.1 -0.4
C -3.5535 -0.2487 0.3553 0.7 1.1 0.6
H 4.2478 -0.8519 0.4277 0.0 0.0 0.2
H 3.0455 -0.1963 1.5400 -0.1 0.0 -0.1
H 3.9881 0.8678 0.4659 -0.4 0.1 0.0
H 2.6962 -0.0412 -1.3925 0.0 0.0 0.0
H 0.9460 -0.4076 0.9371 0.1 0.2 -0.2
H 0.3698 0.8708 -1.7253 -0.5 -0.5 -0.3
H -1.4115 1.3513 0.4694 0.2 -0.3 0.3
H -2.3532 -0.8313 -1.3544 0.9 -1.3 0.1
H -3.8000 -0.9938 1.1148 0.1 -0.3 -0.4
H -3.4295 0.6893 0.9190 -0.4 -0.2 0.1
H -4.3837 -0.0981 -0.3283 -0.2 -0.3 -0.1
```
Positions in Å, forces in eV/Å.

Values from the calculation:
- calculated total energy (hartree) = -289.887137
- charge = 0
- energy above the lowest of the compared OMol25 structures with the same formula, charge and spin (eV) = 2.301
- HOMO level (eV) = -7.944
- multiplicity = 1


Entry 8:
Density functional theory data (the ωB97M-V functional and the def2-TZVPD basis) for a single C6H11N molecule at a distorted geometry.

```
18
Properties=species:S:1:pos:R:3:forces:R:3
C -1.7200 -0.2116 0.7703 2.6 0.0 0.9
C -1.6580 0.9509 -0.2396 0.2 -1.2 -1.2
C -0.1806 1.5397 -0.4838 -2.1 0.3 -0.1
C 0.7724 0.4843 -1.0766 2.5 -0.6 4.2
C 1.7603 0.0638 -0.1267 -2.9 1.6 -1.4
N 2.4990 -1.1019 -0.0135 -1.5 -1.5 -1.2
C 1.9190 -2.2603 0.1833 4.8 1.6 0.2
H -2.6790 -0.6953 0.8644 -0.2 -0.3 -0.3
H -0.8436 -0.9410 0.6266 -1.6 0.7 -0.3
H -1.4637 0.1532 1.8101 -0.4 0.1 -0.9
H -2.0910 0.6882 -1.2500 0.6 -0.3 0.9
H -2.3905 1.6708 0.0963 0.3 0.9 0.3
H -0.4109 2.4045 -1.1462 0.7 -0.4 0.4
H 0.0570 1.9176 0.5552 0.6 -0.4 -1.3
H 0.6976 -0.0144 -2.0353 -0.6 0.0 0.1
H 1.9802 0.8460 0.6208 -0.1 -0.7 0.0
H 1.0197 -2.4461 0.7145 -1.3 0.0 -0.3
H 2.7319 -3.0484 0.1301 -1.6 0.3 0.1
```
Positions in Å, forces in eV/Å.

Values from the calculation:
- calculated total energy (hartree) = -289.862052
- charge = 0
- energy above the lowest of the compared OMol25 structures with the same formula, charge and spin (eV) = 2.983
- HOMO level (eV) = -8.159
- multiplicity = 1


Which of these has the highest calculated total energy?
number 3


Please write out number 4 again, unchanged.
Density functional theory data (the ωB97M-V functional and the def2-TZVPD basis) for a single C6H11N molecule at a distorted geometry.

```
18
Properties=species:S:1:pos:R:3:forces:R:3
C -1.4909 -0.4370 0.9861 -0.3 -0.5 1.5
C -0.1708 0.3054 1.1569 -0.7 -0.1 -1.4
C 0.7877 0.1512 -0.0216 1.4 0.6 0.9
C 1.7057 -0.8352 -0.0983 -1.0 -0.1 -0.9
C 0.0637 1.7191 -1.7946 0.4 1.5 0.0
C 0.9884 1.2998 -0.9385 -0.1 -0.8 0.0
N -1.3675 -1.8562 0.5814 -0.3 0.9 -0.5
H -1.9545 -0.4989 1.9778 0.0 0.2 0.0
H -2.1961 0.1499 0.3936 0.1 0.0 -0.4
H 0.3698 0.0770 2.0707 -0.2 -0.4 0.0
H -0.4184 1.3679 1.2039 0.0 0.0 0.1
H 1.3773 -1.8639 0.0225 0.5 0.0 1.3
H 2.6530 -0.6696 -0.5995 -0.2 -0.1 -0.6
H 0.3597 2.5252 -2.4609 -0.1 -0.2 -0.2
H -0.9950 1.5074 -1.8190 0.0 -0.5 0.3
H 2.0224 1.6159 -1.0544 -0.1 0.2 -0.1
H -1.2074 -1.8506 -0.4245 0.2 -0.3 0.1
H -2.3150 -2.2092 0.6836 0.2 -0.4 0.0
```
Positions in Å, forces in eV/Å.

Values from the calculation:
- calculated total energy (hartree) = -289.883209
- charge = 0
- energy above the lowest of the compared OMol25 structures with the same formula, charge and spin (eV) = 2.407
- HOMO level (eV) = -8.503
- multiplicity = 1